# 1
{
  "formula": "C4H8O4",
  "method": "ωB97M-V/def2-TZVPD",
  "gap_ev": 10.90,
  "smiles": "CC(=O)O.CC(=O)O",
  "energy_ev": -12468.263,
  "spin_multiplicity": 1,
  "e_lumo_ev": 0.44,
  "e_above_lowest_kj_mol": 86.5,
  "e_homo_ev": -10.458,
  "elements": ["O", "O", "C", "C", "H", "H", "H", "H", "O", "O", "C", "C", "H", "H", "H", "H"],
  "positions_angstrom": [[-1.70033, -2.17369, -0.36165], [0.08160, -1.48044, -1.71662], [-1.23343, -1.81180, -1.45111], [-2.03345, -1.64376, -2.68168], [0.68152, -1.70032, -0.95257], [-3.08212, -1.94308, -2.51646], [-1.61993, -2.25048, -3.50479], [-2.01364, -0.58273, -2.98238], [2.04037, 2.53019, 3.36332], [1.51951, 2.95110, 1.26487], [1.58401, 2.17170, 2.30327], [1.13703, 0.76796, 1.99217], [1.63528, 3.89922, 1.54716], [0.33955, 0.86081, 1.23586], [0.72112, 0.26659, 2.88226], [1.94286, 0.13870, 1.57830]]
}

***

# 2
{
  "formula": "C22H33BrClNO9P3S2",
  "method": "ωB97M-V/def2-TZVPD",
  "gap_ev": 7.40,
  "charge": -1,
  "energy_ev": -175368.285,
  "spin_multiplicity": 1,
  "e_lumo_ev": 2.08,
  "e_homo_ev": -5.319,
  "elements": ["C", "C", "C", "C", "Cl", "O", "P", "Br", "C", "S", "O", "O", "P", "O", "P", "O", "O", "S", "O", "C", "O", "C", "C", "O", "N", "C", "C", "H", "H", "H", "H", "H", "H", "H", "H", "H", "H", "H", "H", "H", "H", "H", "H", "H", "H", "H", "H", "H", "C", "C", "C", "C", "C", "C", "H", "H", "H", "H", "H", "H", "C", "C", "C", "C", "C", "C", "H", "H", "H", "H", "H", "H"],
  "positions_angstrom": [[2.29022, -2.58460, 2.21360], [2.50450, -1.60395, 1.20587], [1.70930, -1.77172, -0.16043], [0.89946, -0.48103, -0.63684], [0.11701, -1.10693, -2.22474], [-0.26163, -0.25297, 0.18808], [-0.67989, 1.43750, 0.39971], [0.47994, 1.55115, 2.42617], [-2.17350, 0.98212, 1.56355], [-2.36075, -0.82984, 1.87103], [-1.27357, -1.29368, 2.83226], [-3.67952, -1.09089, 2.60144], [-2.05965, 1.45543, -1.30536], [-3.24719, 2.43511, -1.17365], [-0.91560, 3.65799, 0.71072], [0.48054, 4.16675, 1.59289], [-2.35876, 4.04017, 1.52850], [-0.79402, 4.65826, -0.98804], [0.67880, 1.95164, -0.58415], [1.66018, 0.91697, -0.86233], [2.73632, 1.29075, 0.03779], [2.32711, 1.20347, -2.30888], [2.84145, 2.69669, -2.48932], [1.97724, 3.60381, -2.64246], [4.23940, 3.12428, -2.54640], [4.40783, 4.50024, -1.93937], [5.15339, 2.22381, -1.78473], [2.93903, -2.63339, 3.14398], [1.41283, -3.30599, 2.05006], [3.25379, -0.77679, 1.39352], [0.92094, -2.59069, 0.02573], [2.35844, -2.15605, -1.01288], [-3.14927, 1.47593, 1.24562], [-1.90114, 1.44575, 2.57952], [-2.42012, -1.60344, 0.71274], [-1.35045, 1.73472, -2.53332], [-2.63465, 0.13128, -1.48022], [0.94711, 4.84024, 1.03713], [-2.85502, 4.69659, 0.98031], [3.53966, 0.74965, -0.14544], [3.14580, 0.40498, -2.43427], [1.59420, 1.01001, -3.17549], [4.24745, 5.26763, -2.76022], [5.48435, 4.59769, -1.58517], [3.71490, 4.67100, -1.05373], [6.22858, 2.54459, -2.05016], [5.08118, 1.12592, -2.08317], [5.07922, 2.34157, -0.64250], [-4.14544, 0.34338, 7.75131], [-3.83275, 0.25988, 6.39773], [-4.21180, -0.85877, 5.66195], [-4.91307, -1.89041, 6.27970], [-5.22913, -1.80546, 7.63253], [-4.84182, -0.69080, 8.36960], [-3.84639, 1.21465, 8.32488], [-3.29198, 1.06744, 5.91542], [-3.96162, -0.92639, 4.60685], [-5.21312, -2.76066, 5.70571], [-5.77743, -2.60971, 8.11307], [-5.08350, -0.62720, 9.42540], [0.32971, -3.36391, -4.99880], [-0.82591, -4.02624, -5.40026], [-0.82308, -4.78920, -6.56365], [0.33922, -4.89777, -7.32112], [1.49591, -4.23845, -6.91774], [1.49038, -3.46810, -5.75917], [0.32631, -2.76629, -4.09331], [-1.73014, -3.94698, -4.80600], [-1.72619, -5.30006, -6.87985], [0.34295, -5.49653, -8.22574], [2.40263, -4.32446, -7.50762], [2.39080, -2.94971, -5.44785]]
}

***

# 3
{
  "formula": "C21H23N3O3",
  "method": "ωB97M-V/def2-TZVPD",
  "gap_ev": 8.58,
  "smiles": "Cc1cc(C)n(C[C@H](O)COc2ccccc2C(=O)Nc2ccccc2)n1",
  "energy_ev": -32763.732,
  "spin_multiplicity": 1,
  "e_lumo_ev": 0.49,
  "e_above_lowest_kj_mol": 204.5,
  "e_homo_ev": -8.096,
  "elements": ["C", "C", "N", "N", "C", "C", "H", "C", "H", "H", "H", "C", "H", "H", "C", "O", "H", "H", "C", "O", "C", "C", "C", "C", "C", "C", "C", "O", "N", "C", "C", "C", "C", "C", "C", "H", "H", "H", "H", "H", "H", "H", "H", "H", "H", "H", "H", "H", "H", "H"],
  "positions_angstrom": [[-0.87889, -0.99818, -3.21835], [-0.34284, -1.76971, -2.06693], [-0.13767, -1.20049, -0.89093], [0.35811, -2.14461, -0.08079], [0.47605, -3.33220, -0.72123], [0.03127, -3.12298, -2.01093], [-0.01378, -3.84074, -2.80411], [1.04638, -4.54973, -0.08763], [2.12534, -4.44008, 0.03230], [0.86092, -5.41057, -0.72434], [0.61555, -4.73712, 0.89428], [0.61900, -1.83582, 1.29665], [0.96503, -0.80314, 1.35770], [1.39338, -2.50465, 1.67638], [-0.64142, -1.97748, 2.18033], [-1.02335, -3.31978, 2.34748], [-1.35258, -3.65822, 1.50475], [-0.38822, -1.61699, 3.18133], [-1.81488, -1.16119, 1.61536], [-1.37154, 0.14039, 1.32714], [-2.16655, 0.93267, 0.54912], [-3.50391, 0.66838, 0.27765], [-4.25112, 1.55051, -0.48564], [-3.68622, 2.71498, -0.97088], [-2.35756, 2.98759, -0.69739], [-1.58422, 2.09935, 0.03452], [-0.14600, 2.45041, 0.27559], [0.18068, 3.54465, 0.68836], [0.70534, 1.45165, -0.07822], [2.09974, 1.46114, -0.03424], [2.83425, 2.44950, 0.61738], [4.21559, 2.38669, 0.63077], [4.88535, 1.34909, 0.00525], [4.15884, 0.36574, -0.64586], [2.77928, 0.41955, -0.66807], [2.21634, -0.34144, -1.18768], [4.66981, -0.44637, -1.14321], [5.96422, 1.30733, 0.02065], [4.77415, 3.15950, 1.13817], [2.31907, 3.26162, 1.10151], [0.29085, 0.59063, -0.45002], [-1.89374, 3.89360, -1.05710], [-4.27508, 3.40640, -1.55339], [-5.28759, 1.32401, -0.68782], [-3.98026, -0.21722, 0.66822], [-2.62964, -1.15447, 2.35256], [-2.17882, -1.64863, 0.69738], [-1.66667, -1.55925, -3.71734], [-1.27522, -0.04667, -2.87203], [-0.08853, -0.80553, -3.94366]]
}

***

# 4
{
  "formula": "C54H50AuBrF4N2P",
  "method": "ωB97M-V/def2-TZVPD",
  "gap_ev": [7.06, 6.42],
  "charge": 1,
  "energy_ev": -153676.357,
  "spin_multiplicity": 3,
  "e_lumo_ev": [-2.62, -4.22],
  "e_homo_ev": [-9.680, -10.638],
  "elements": ["Au", "F", "C", "C", "F", "C", "F", "C", "P", "C", "C", "C", "C", "C", "C", "C", "C", "C", "C", "C", "C", "C", "Br", "C", "F", "H", "H", "H", "H", "H", "H", "H", "H", "H", "H", "C", "C", "C", "C", "C", "C", "C", "C", "C", "C", "C", "C", "N", "C", "C", "N", "C", "C", "C", "C", "C", "C", "C", "C", "C", "C", "C", "C", "C", "C", "C", "C", "C", "C", "C", "C", "C", "C", "H", "H", "H", "H", "H", "H", "H", "H", "H", "H", "H", "H", "H", "H", "H", "H", "H", "H", "H", "H", "H", "H", "H", "H", "H", "H", "H", "H", "H", "H", "H", "H", "H", "H", "H", "H", "H", "H", "H", "H"],
  "positions_angstrom": [[-14.39247, -9.84723, -9.40208], [-16.53797, -3.25227, -6.62469], [-15.94910, -4.41342, -6.87033], [-14.81126, -4.78547, -6.18149], [-14.34627, -3.94904, -5.27409], [-14.20676, -5.94555, -6.51252], [-13.12469, -6.30433, -5.82836], [-14.63605, -6.81402, -7.52838], [-13.62958, -8.25085, -8.01005], [-13.28881, -9.05122, -6.45746], [-14.25341, -9.84102, -5.89677], [-14.00054, -10.42821, -4.65749], [-12.77605, -10.22946, -4.01844], [-11.77941, -9.49696, -4.67970], [-12.04497, -8.83341, -5.82404], [-12.13178, -7.51819, -8.66851], [-11.04196, -8.37395, -8.89966], [-9.90207, -7.95821, -9.58530], [-9.87895, -6.66766, -10.14392], [-10.89632, -5.79866, -9.79877], [-12.00867, -6.21011, -9.08208], [-15.75021, -6.39151, -8.27242], [-16.49601, -7.35710, -9.73911], [-16.42218, -5.19131, -7.91136], [-17.40202, -4.69369, -8.57561], [-15.17031, -10.07050, -6.41411], [-14.68093, -11.00324, -4.07890], [-12.55981, -10.60191, -3.01290], [-10.84311, -9.36898, -4.19943], [-11.39276, -8.08459, -6.25289], [-11.06436, -9.37619, -8.47705], [-9.15207, -8.70074, -9.75967], [-9.05826, -6.38389, -10.86230], [-10.83734, -4.72607, -10.09224], [-12.90453, -5.53663, -8.97607], [-17.45038, -11.41323, -8.78783], [-17.31144, -12.64191, -9.65971], [-17.76267, -12.27359, -11.08676], [-15.97999, -13.30214, -9.28189], [-16.05689, -14.37435, -8.43571], [-14.91122, -14.97256, -7.94675], [-13.65378, -14.52679, -8.29475], [-13.52060, -13.41251, -9.19839], [-12.14838, -12.90121, -9.77531], [-11.91159, -13.64031, -11.13403], [-11.05473, -13.20134, -8.70518], [-14.70555, -12.78394, -9.63779], [-14.68068, -11.64323, -10.51298], [-14.77264, -11.77675, -11.81219], [-14.67001, -10.78458, -12.81460], [-14.51930, -9.47023, -12.67718], [-13.55373, -8.60499, -12.92274], [-12.15381, -8.98950, -12.96811], [-11.23991, -8.00589, -13.30053], [-11.59532, -6.71003, -13.54595], [-12.92902, -6.29496, -13.48562], [-13.91870, -7.19200, -13.14718], [-15.35831, -6.76432, -13.19179], [-15.56576, -5.32586, -12.70685], [-16.01298, -6.99282, -14.59092], [-11.63213, -10.43780, -13.00365], [-11.53367, -10.91688, -14.44797], [-10.36010, -10.57909, -12.19782], [-14.88507, -11.37535, -14.16232], [-14.93753, -10.90049, -15.47249], [-15.23717, -11.83447, -16.53506], [-15.50916, -13.14358, -16.22174], [-15.46594, -13.63559, -14.92922], [-15.87342, -14.93500, -14.47142], [-15.76491, -15.27160, -13.16606], [-15.39310, -14.32041, -12.17924], [-15.12047, -13.03570, -12.56422], [-15.14580, -12.72034, -13.92038], [-18.35203, -10.81800, -9.02149], [-16.64050, -10.67070, -9.05527], [-17.35813, -11.65280, -7.69870], [-18.03453, -13.41224, -9.36182], [-17.25677, -11.35071, -11.46758], [-18.78013, -11.92921, -10.97042], [-17.73446, -13.09604, -11.81458], [-17.00636, -14.70962, -8.04567], [-15.01813, -15.85877, -7.30462], [-12.77795, -14.99236, -7.90347], [-12.26079, -11.82411, -9.93331], [-11.71235, -14.68560, -10.98974], [-11.03491, -13.19497, -11.54269], [-12.74243, -13.50887, -11.83379], [-10.74808, -14.25614, -8.50973], [-11.40382, -12.78466, -7.74775], [-10.12183, -12.67295, -8.93282], [-10.18068, -8.23442, -13.42571], [-10.81052, -5.96500, -13.83226], [-13.18616, -5.25064, -13.71907], [-15.87395, -7.46350, -12.51593], [-15.16331, -4.62960, -13.48989], [-15.04629, -5.24345, -11.75403], [-16.65216, -5.11542, -12.65291], [-15.48433, -6.31463, -15.27465], [-17.11574, -6.80482, -14.52875], [-15.78864, -7.97224, -14.91329], [-12.39485, -11.04053, -12.54414], [-10.68894, -10.35166, -14.90381], [-12.43644, -10.81439, -15.02565], [-11.25171, -12.00229, -14.34823], [-9.53944, -9.90812, -12.50620], [-9.97692, -11.58227, -12.28463], [-10.56045, -10.29373, -11.14977], [-14.85682, -9.81473, -15.69942], [-15.29559, -11.62369, -17.59127], [-15.73170, -13.83928, -17.03614], [-16.16500, -15.67550, -15.14937], [-15.94322, -16.25582, -12.80341], [-15.34017, -14.66737, -11.18438]]
}

***

# 5
{
  "formula": "C4H13N2",
  "method": "ωB97M-V/def2-TZVPD",
  "gap_ev": 10.16,
  "smiles": "C[NH+](C)CCN",
  "charge": 1,
  "energy_ev": -7330.929,
  "spin_multiplicity": 1,
  "e_lumo_ev": -3.32,
  "e_above_lowest_kj_mol": 246.8,
  "e_homo_ev": -13.477,
  "elements": ["N", "C", "C", "N", "C", "C", "H", "H", "H", "H", "H", "H", "H", "H", "H", "H", "H", "H", "H"],
  "positions_angstrom": [[-2.51900, -0.92038, -0.89960], [-1.06497, -0.51993, -1.07766], [-0.57510, -0.01519, 0.29629], [0.81733, 0.55421, 0.38031], [1.85252, -0.22742, -0.33705], [1.34379, 1.00038, 1.64150], [-2.84034, -1.60090, -1.58964], [-3.08562, -0.03532, -1.02973], [0.82574, 1.35092, -0.34672], [-1.02613, 0.37036, -1.69566], [-0.40599, -1.26518, -1.46154], [-0.57200, -0.81355, 1.12971], [-1.30975, 0.61089, 0.78548], [2.67762, 0.43142, -0.21758], [1.59804, -0.38095, -1.31934], [2.08072, -1.21434, 0.19858], [2.43270, 0.68995, 1.94709], [0.69804, 0.83604, 2.46825], [1.50128, 2.15682, 1.62763]]
}

***

# 6
{
  "formula": "C4H6",
  "method": "ωB97M-V/def2-TZVPD",
  "gap_ev": [7.39, 7.87],
  "energy_ev": -4240.513,
  "spin_multiplicity": 1,
  "e_lumo_ev": [-0.73, -0.75],
  "e_above_lowest_kj_mol": 332.6,
  "e_homo_ev": [-8.120, -8.619],
  "elements": ["C", "C", "C", "C", "H", "H", "H", "H", "H", "H"],
  "positions_angstrom": [[1.27185, -0.03580, 0.68608], [0.10342, 0.63022, 0.05433], [-1.01242, 0.06262, -0.48283], [-1.75380, -1.11105, -0.19702], [2.16548, 0.19617, 0.08766], [1.15485, -1.11891, 0.72719], [1.46579, 0.36241, 1.68664], [0.22468, 1.69858, -0.14622], [-1.31544, 0.72104, -1.29759], [-2.30440, -1.40530, -1.11824]]
}

***

Copy entry 5 word for word.
{
  "formula": "C4H13N2",
  "method": "ωB97M-V/def2-TZVPD",
  "gap_ev": 10.16,
  "smiles": "C[NH+](C)CCN",
  "charge": 1,
  "energy_ev": -7330.929,
  "spin_multiplicity": 1,
  "e_lumo_ev": -3.32,
  "e_above_lowest_kj_mol": 246.8,
  "e_homo_ev": -13.477,
  "elements": ["N", "C", "C", "N", "C", "C", "H", "H", "H", "H", "H", "H", "H", "H", "H", "H", "H", "H", "H"],
  "positions_angstrom": [[-2.51900, -0.92038, -0.89960], [-1.06497, -0.51993, -1.07766], [-0.57510, -0.01519, 0.29629], [0.81733, 0.55421, 0.38031], [1.85252, -0.22742, -0.33705], [1.34379, 1.00038, 1.64150], [-2.84034, -1.60090, -1.58964], [-3.08562, -0.03532, -1.02973], [0.82574, 1.35092, -0.34672], [-1.02613, 0.37036, -1.69566], [-0.40599, -1.26518, -1.46154], [-0.57200, -0.81355, 1.12971], [-1.30975, 0.61089, 0.78548], [2.67762, 0.43142, -0.21758], [1.59804, -0.38095, -1.31934], [2.08072, -1.21434, 0.19858], [2.43270, 0.68995, 1.94709], [0.69804, 0.83604, 2.46825], [1.50128, 2.15682, 1.62763]]
}

***

Please write out number 6 again, unchanged.
{
  "formula": "C4H6",
  "method": "ωB97M-V/def2-TZVPD",
  "gap_ev": [7.39, 7.87],
  "energy_ev": -4240.513,
  "spin_multiplicity": 1,
  "e_lumo_ev": [-0.73, -0.75],
  "e_above_lowest_kj_mol": 332.6,
  "e_homo_ev": [-8.120, -8.619],
  "elements": ["C", "C", "C", "C", "H", "H", "H", "H", "H", "H"],
  "positions_angstrom": [[1.27185, -0.03580, 0.68608], [0.10342, 0.63022, 0.05433], [-1.01242, 0.06262, -0.48283], [-1.75380, -1.11105, -0.19702], [2.16548, 0.19617, 0.08766], [1.15485, -1.11891, 0.72719], [1.46579, 0.36241, 1.68664], [0.22468, 1.69858, -0.14622], [-1.31544, 0.72104, -1.29759], [-2.30440, -1.40530, -1.11824]]
}

***

Number 1 is which compound? C4H8O4